Molecular formula: C18H41N2P3PbSSe
Method: DFT, ωB97M-V/def2-TZVPD

Calculated values
LUMO level (alpha / beta): -14.96 / -14.95 eV
HOMO level (alpha / beta): -17.34 / -17.34 eV
relative energy (zero: lowest compared OMol25 entry of this formula, charge and spin): 195.5 kJ/mol
energy: -4834.8209 Ha
frontier orbital gap (alpha / beta): 2.38 / 2.39 eV
net charge: +4

Positions of all 67 atoms, in Å:
Pb 1.183 0.486 0.798
P -1.705 -3.008 0.420
P 2.146 -1.743 -0.798
P -2.077 0.791 1.258
H 3.907 6.604 -2.528
C 3.489 7.142 -1.666
C 4.066 7.072 -0.453
H 5.003 6.524 -0.297
C -2.078 -2.533 -1.315
C -0.952 -4.623 0.080
C -3.408 -3.419 0.897
C 3.640 -0.729 -1.141
C 2.889 -3.242 -0.038
C 1.722 -2.292 -2.494
C -1.966 2.608 1.551
C -3.035 0.389 2.781
C -3.490 0.885 0.076
H 2.582 7.742 -1.838
H 3.619 7.580 0.410
H -2.707 -3.318 -1.786
H -1.142 -2.423 -1.884
H -2.621 -1.578 -1.332
H -1.764 -5.309 -0.196
H -0.392 -4.987 0.949
H -0.292 -4.509 -0.787
H -3.712 -4.297 0.309
H -4.047 -2.572 0.609
H -3.483 -3.609 1.977
H 4.432 -1.360 -1.568
H 4.000 -0.273 -0.205
H 3.382 0.067 -1.853
H 3.344 -3.875 -0.811
H 2.095 -3.798 0.488
H 3.658 -2.931 0.684
H 2.632 -2.662 -2.987
H 1.309 -1.444 -3.054
H 0.979 -3.104 -2.463
H -2.928 2.998 1.918
H -1.693 3.099 0.610
H -1.195 2.803 2.302
H -3.861 1.106 2.893
H -2.362 0.474 3.643
H -3.427 -0.635 2.728
H -4.252 1.554 0.498
H -3.933 -0.105 -0.099
H -3.125 1.294 -0.875
C 0.361 2.569 -2.068
C 1.438 3.077 -1.336
C 1.920 4.352 -1.562
C 1.396 5.114 -2.603
C 0.352 4.617 -3.390
C -0.156 3.350 -3.129
Se -0.472 0.935 -1.715
H 0.674 2.269 1.155
H 1.880 2.500 -0.531
H 2.708 4.774 -0.938
H 1.805 6.100 -2.798
H -0.065 5.211 -4.193
H -0.978 2.939 -3.729
N 0.122 -3.929 4.663
C -0.734 -3.990 3.631
N -1.359 -5.162 3.447
S -0.932 -2.568 2.681
H 0.225 -4.714 5.291
H 0.606 -3.065 4.898
H -2.031 -5.319 2.698
H -1.184 -5.902 4.115